C2H5N2O2P | wB97M-V/def2-TZVPD

ORCA input file:
```
! wB97M-V def2-TZVPD RIJCOSX def2/J DEFGRID3
* xyz 0 1
C -0.31261 0.06212 1.48333
C 0.99773 -0.29177 0.81531
N -0.26311 0.59945 -1.06908
N -0.49235 -0.45781 -1.95386
O -0.56120 -0.16972 2.63986
O 1.03952 0.39229 -0.40021
P -1.53051 0.82059 0.10003
H 1.74282 0.10416 1.35677
H 1.06075 -1.32620 0.80125
H -0.80432 -1.37404 -1.57121
H 0.36090 -0.64330 -2.48007
H -1.23762 2.28423 0.27787
*
```

## Properties
SMILES: NN1OCC(=O)P1
E_LUMO, eV: 0.39
Orbital gap, eV: 9.710
Energy relative to the best compared isomer or geometry (same formula, charge and spin), kcal per mole: 94.2
HOMO energy, eV: -9.32